*P*
This record from the OMol25 dataset describes a cluster of 2 separate species, C4H10N2O in total. The level of theory is ωB97M-V/def2-TZVPD.

Geometry as ORCA input:
```
! RIJCOSX wB97M-V def2-TZVPD def2/J DEFGRID3
* xyz 0 1
N 0.11 1.15 -1.49
H 1.28 -0.60 -0.93
H 0.34 -0.25 -2.95
H 0.13 0.30 2.02
O -2.01 -1.64 0.46
H -0.17 -1.39 2.42
C 1.99 1.14 0.02
H 2.91 0.70 0.38
C -0.62 -0.49 2.01
H -1.90 -2.56 0.74
N -0.94 -0.72 0.61
C -0.18 0.66 -2.61
H 1.81 2.17 0.29
H -1.00 1.09 -3.18
H -1.33 0.13 0.21
C 1.06 0.43 -0.62
H -1.47 -0.14 2.61
*
```

## Properties
HOMO level, Ha: -0.3132
Frontier orbital gap, eV: 9.331
SMILES: C=CN=C.CNO

*Q*
This record from the OMol25 dataset describes an isolated molecule of C4H10N2O. The level of theory is ωB97M-V/def2-TZVPD.

Geometry as ORCA input:
```
! RIJCOSX wB97M-V def2-TZVPD def2/J DEFGRID3
* xyz 0 1
H -1.55 -0.55 -3.11
O -0.52 1.61 -0.01
C 1.92 -0.30 1.74
H 0.15 -1.72 0.44
N 0.75 0.50 1.51
H 1.99 -1.25 1.19
H 1.93 -0.56 2.80
H -2.40 -0.19 -1.54
H 1.11 0.59 -0.50
C -1.43 -0.30 -2.06
H -0.45 2.10 0.82
N -0.59 -1.20 -1.33
H -1.35 -0.86 0.61
H 2.86 0.24 1.63
H -1.03 0.72 -2.02
C -0.46 -0.96 -0.03
C 0.33 0.51 0.26
*
```

## Properties
HOMO level, Ha: -0.3011
Frontier orbital gap, eV: 6.597

*R*
This record from the OMol25 dataset describes an isolated molecule of C4H10N2O. The level of theory is ωB97M-V/def2-TZVPD.

Geometry as ORCA input:
```
! RIJCOSX wB97M-V def2-TZVPD def2/J DEFGRID3
* xyz 0 1
H 0.08 0.18 1.59
C -0.58 0.39 0.76
H -3.17 -0.84 -0.37
H -1.37 1.12 0.99
H -1.35 -1.47 1.13
C -2.15 -1.03 -0.68
C 2.42 0.39 0.44
N -1.07 -0.95 0.31
C 0.15 0.92 -0.44
O -0.52 1.51 -1.27
H -1.90 -0.54 -1.63
H 2.14 -0.18 1.34
H 2.76 1.32 0.95
H -2.00 -2.07 -1.02
N 1.47 0.63 -0.59
H 1.71 0.60 -1.57
H 3.38 0.03 0.05
*
```

## Properties
HOMO level, Ha: -0.3295
Frontier orbital gap, eV: 9.896
SMILES: CNCC(=O)NC

*S*
This record from the OMol25 dataset describes an isolated molecule of C4H10N2O. The level of theory is ωB97M-V/def2-TZVPD.

Geometry as ORCA input:
```
! RIJCOSX wB97M-V def2-TZVPD def2/J DEFGRID3
* xyz 0 1
H 1.66 -1.39 -1.72
N -0.78 1.07 -0.28
H -1.95 1.92 -1.80
C -2.07 1.56 -0.78
N 1.57 -0.30 0.03
H -0.08 1.75 -0.54
C 0.90 0.15 1.21
H -0.96 1.11 1.80
H 0.98 -0.62 2.00
H -2.36 2.41 -0.17
H -1.24 -0.45 0.99
C -0.61 0.43 1.01
H 1.31 1.09 1.58
H -2.71 0.69 -0.95
O 0.19 -2.02 -0.47
C 1.11 -1.32 -0.77
H 2.48 0.08 -0.14
*
```

## Properties
HOMO level, Ha: -0.3042
Frontier orbital gap, eV: 9.145
SMILES: CNCCNC=O

Least stable: *Q*

*P*
This record from the OMol25 dataset describes an isolated molecule of C4H10N2O. The level of theory is ωB97M-V/def2-TZVPD.

Geometry as ORCA input:
```
! RIJCOSX wB97M-V def2-TZVPD def2/J DEFGRID3
* xyz 0 1
H -1.03 1.95 0.71
C 2.70 -0.13 -0.66
C 0.39 -0.64 0.26
H -2.18 1.35 -0.50
H 2.82 -0.17 0.47
H -2.74 -0.98 -0.22
H -2.47 -0.55 1.48
H -0.50 1.61 -0.96
N 1.38 0.27 0.01
H -1.63 -1.95 0.77
O 0.62 -1.83 0.47
C -1.14 1.27 -0.15
N -0.88 -0.11 0.19
H 2.54 -1.07 -1.21
C -2.00 -0.94 0.58
H 2.86 0.67 -1.42
H 1.27 1.26 0.18
*
```

## Properties
HOMO level, Ha: -0.3238
Frontier orbital gap, eV: 9.532
SMILES: CNC(=O)N(C)C

*Q*
This record from the OMol25 dataset describes an isolated molecule of C4H10N2O. The level of theory is ωB97M-V/def2-TZVPD.

Geometry as ORCA input:
```
! RIJCOSX wB97M-V def2-TZVPD def2/J DEFGRID3
* xyz 0 1
H -0.39 -1.48 -1.23
H 1.62 1.62 -2.33
H -1.06 0.02 -0.66
C -0.05 -1.14 0.83
N 0.96 0.19 -0.97
H 0.41 0.81 1.39
O -2.22 -0.13 2.35
H 0.86 -1.70 1.03
H 0.54 0.46 -3.09
H -0.89 1.19 3.16
H 1.76 -0.40 -1.15
N 0.02 -0.04 1.80
H -0.90 -1.77 1.09
H -0.10 1.65 -1.95
C -0.18 -0.62 -0.58
C 0.74 1.00 -2.16
C -1.12 0.34 2.48
*
```

## Properties
HOMO level, Ha: -0.3424
Frontier orbital gap, eV: 10.298
SMILES: CNCCNC=O

Least stable: *P*

*P*
This record from the OMol25 dataset describes an isolated molecule of C4H10N2O. The level of theory is ωB97M-V/def2-TZVPD.

Geometry as ORCA input:
```
! RIJCOSX wB97M-V def2-TZVPD def2/J DEFGRID3
* xyz 0 1
N -0.76 0.76 0.01
C 0.98 -0.21 1.24
H -2.79 0.92 -0.37
H 1.38 0.55 1.90
H 2.24 0.77 -0.07
H -1.08 -0.05 1.84
H -0.70 1.80 0.32
H -0.66 -1.34 0.65
H 2.04 -0.61 -1.93
C 1.49 -0.93 -1.06
C -1.92 0.67 -1.00
H 1.41 -1.13 1.72
H -1.95 -0.28 -1.60
N 1.81 -0.16 0.05
C -0.49 -0.32 0.97
H -1.82 1.52 -1.73
O 0.81 -1.98 -0.94
*
```

## Properties
HOMO level, Ha: -0.3048
Frontier orbital gap, eV: 9.180
SMILES: CNCCNC=O

*Q*
This record from the OMol25 dataset describes an isolated molecule of C4H10N2O. The level of theory is ωB97M-V/def2-TZVPD.

Geometry as ORCA input:
```
! RIJCOSX wB97M-V def2-TZVPD def2/J DEFGRID3
* xyz 0 1
H 1.40 -0.75 1.74
H -0.89 1.94 -1.26
O -0.63 -1.88 -0.58
H 0.34 -2.27 1.64
H 1.17 1.90 -0.63
H 2.03 -2.24 0.77
H -1.14 2.43 0.34
C 0.60 1.03 -0.17
H -2.73 0.66 -0.62
H 0.76 -0.22 -1.88
C 0.41 -1.31 -0.29
N -1.92 0.57 0.08
N 0.86 -0.17 -0.87
C 1.17 -1.64 1.19
C -0.89 1.50 -0.28
H 1.03 0.84 0.86
H -1.57 -0.38 -0.03
*
```

## Properties
HOMO level, Ha: -0.3318
Frontier orbital gap, eV: 9.965
SMILES: CC(=O)NCCN

*R*
This record from the OMol25 dataset describes a cluster of 2 separate species, C4H10N2O in total. The level of theory is ωB97M-V/def2-TZVPD.

Geometry as ORCA input:
```
! RIJCOSX wB97M-V def2-TZVPD def2/J DEFGRID3
* xyz 0 1
H -0.81 0.94 -2.01
C -0.16 1.33 0.79
H -1.73 -1.33 0.95
N 1.14 -0.92 -2.16
H 0.50 0.22 2.60
H 0.16 -1.56 0.86
H 0.71 1.78 0.69
N 1.49 0.07 -1.25
C -0.64 -0.86 0.81
H 2.12 -0.43 -0.64
H 1.34 -1.85 -1.99
O -1.27 0.49 -1.28
C -0.50 0.22 -0.21
H 0.19 -0.80 -2.44
H -1.28 0.28 2.40
C -0.40 0.24 1.89
H -0.85 2.16 0.99
*
```

## Properties
HOMO level (alpha / beta), Ha: -0.2483 / -0.2730
Frontier orbital gap (alpha / beta), eV: 7.727 / 8.367

*S*
This record from the OMol25 dataset describes an isolated molecule of C4H10N2O. The level of theory is ωB97M-V/def2-TZVPD.

Geometry as ORCA input:
```
! RIJCOSX wB97M-V def2-TZVPD def2/J DEFGRID3
* xyz 0 1
H -1.92 0.46 1.51
H 0.70 -0.21 -3.39
H 1.18 1.71 0.52
H -1.22 -1.19 2.23
C -1.37 -0.46 1.42
C 0.26 1.44 1.06
C 0.34 -0.04 -1.57
H -0.49 1.98 0.47
H 0.57 1.64 2.12
N 0.52 -0.89 -2.66
H 0.78 -0.50 1.74
H -1.70 -1.02 0.55
H 1.22 -1.61 -2.58
H 0.37 -1.70 -0.38
N 0.49 -0.69 -0.32
O 0.14 1.15 -1.66
C 0.11 -0.08 0.95
*
```

## Properties
HOMO level, Ha: -0.3471
Frontier orbital gap, eV: 10.295
SMILES: CC(C)NC(N)=O

Least stable: *R*

*P*
This record from the OMol25 dataset describes an isolated molecule of C12H23N3O3. The level of theory is ωB97M-V/def2-TZVPD.

Geometry as ORCA input:
```
! RIJCOSX wB97M-V def2-TZVPD def2/J DEFGRID3
* xyz 0 1
H 2.75 -0.63 4.64
C 2.23 1.33 0.41
C -0.67 -2.98 -3.17
N 2.29 1.27 1.88
H -0.95 -3.26 0.27
H 0.61 -0.57 1.06
H -0.78 -0.35 -2.28
H -0.07 -3.90 -3.32
H -2.18 -3.53 -0.93
C -1.16 -0.48 -0.15
H -1.47 -1.30 0.51
N -2.27 1.72 -0.45
H -4.19 2.44 -0.91
C -1.12 -3.49 -0.76
H -0.67 -4.46 -0.98
O 2.03 -0.95 2.20
H 2.00 3.43 0.18
H -2.29 -1.13 -1.83
H -0.30 -2.22 -3.87
H 2.50 2.16 2.35
H 3.72 2.91 0.40
C 0.84 1.01 -0.20
H 3.25 1.06 4.35
H 2.92 0.61 0.01
C -2.27 0.56 0.17
C 2.25 0.18 2.65
H 2.87 2.68 -1.22
N 0.19 -0.06 0.27
C -1.24 -1.07 -1.56
C 2.77 2.69 -0.10
O 0.44 1.69 -1.14
C -3.28 2.74 -0.37
H -3.51 2.93 0.66
H -1.48 1.89 -1.07
H -2.87 3.68 -0.76
C -0.53 -2.43 -1.73
H 0.52 -2.31 -1.50
H 1.55 0.67 4.58
O -3.17 0.21 0.97
C 2.47 0.34 4.14
H -1.73 -3.10 -3.35
*
```

## Properties
HOMO level, Ha: -0.3328
Frontier orbital gap, eV: 9.589
SMILES: CNC(=O)[C@@H](CC(C)C)NC(=O)[C@@H](C)NC(C)=O

*Q*
This record from the OMol25 dataset describes a cluster of 4 separate species, C12H23N3O3 in total. The level of theory is ωB97M-V/def2-TZVPD.

Geometry as ORCA input:
```
! RIJCOSX wB97M-V def2-TZVPD def2/J DEFGRID3
* xyz 0 1
H 1.10 -0.01 -1.02
O -1.23 -0.81 2.41
C 1.30 -3.94 0.51
N 0.39 -1.46 -3.81
H -0.70 -4.18 1.08
O -0.45 1.28 0.31
H -2.92 -0.72 1.35
H -2.55 1.18 -0.03
C 3.45 2.44 0.48
C 0.74 -1.26 -2.74
C 1.15 -1.04 -1.37
H 0.52 -1.67 -0.74
C -0.16 2.64 0.05
H -1.46 -1.00 0.36
H 0.10 0.74 2.78
H 3.52 1.73 1.31
N 2.11 -3.82 -0.30
H -0.95 3.34 0.31
H -2.62 1.17 -3.25
C 1.14 2.99 0.73
C -1.78 1.02 0.74
H -0.05 2.79 -1.03
H -1.74 -0.09 -4.11
C 0.27 -4.06 1.56
H 0.51 -4.85 2.26
H 3.75 3.43 0.86
O 2.18 2.49 -0.10
H -3.46 0.12 -4.41
H 2.19 -1.33 -1.26
H 1.32 4.07 0.83
H 1.23 2.53 1.72
H 0.76 -0.59 1.83
N -3.15 -1.64 -1.81
H 4.17 2.17 -0.29
C 0.07 -0.34 2.64
H 0.44 -0.83 3.54
H -2.03 1.72 1.54
C -2.69 0.16 -3.64
C -1.88 -0.43 1.20
C -2.94 -0.85 -2.61
H 0.32 -3.10 2.09
*
```

## Properties
HOMO level, Ha: -0.3645
Frontier orbital gap, eV: 10.583
SMILES: COCCOCCOC.CC#N.CC#N.CC#N

Least stable: *Q*

*P*
This record from the OMol25 dataset describes a cluster of 2 separate species, C3H8FNS in total. The level of theory is ωB97M-V/def2-TZVPD.

Geometry as ORCA input:
```
! RIJCOSX wB97M-V def2-TZVPD def2/J DEFGRID3
* xyz 0 1
H 1.91 -0.62 -0.05
H 0.27 1.92 -0.43
N -1.61 1.19 -0.87
H -2.63 1.00 -0.47
H -0.87 3.15 1.93
S -0.83 1.80 1.63
C 0.35 -1.66 0.63
C 1.47 -1.62 0.01
F -1.01 3.36 -0.43
H -0.25 -0.72 1.00
H -0.19 -2.58 0.74
H -1.45 0.84 -1.76
C -0.79 2.02 -0.24
H 2.09 -2.46 -0.39
*
```

## Properties
HOMO level, Ha: -0.3463
Frontier orbital gap, eV: 10.350
SMILES: N[C@@H](F)S.C=C

*Q*
This record from the OMol25 dataset describes an isolated molecule of C3H8FNS. The level of theory is ωB97M-V/def2-TZVPD.

Geometry as ORCA input:
```
! RIJCOSX wB97M-V def2-TZVPD def2/J DEFGRID3
* xyz 0 1
C 1.03 -0.76 -0.14
H -0.88 -0.06 2.01
C 0.51 0.62 0.37
H 0.64 2.56 -0.16
H -2.94 0.73 -0.44
H 1.15 0.93 1.09
H 0.60 1.44 -1.60
H 0.66 -1.46 0.85
S -1.93 -0.55 -0.30
H -1.11 1.43 1.03
F 2.38 -0.98 -0.01
N 0.89 1.66 -0.52
H 0.64 -1.02 -1.09
C -0.80 0.38 0.91
*
```

## Properties
HOMO level, Ha: -0.3456
Frontier orbital gap, eV: 9.679
SMILES: N[C@H](CF)CS

Least stable: *Q*

*P*
This record from the OMol25 dataset describes a cluster of 2 separate species, C4H5O2S in total. The level of theory is ωB97M-V/def2-TZVPD.

Geometry as ORCA input:
```
! RIJCOSX wB97M-V def2-TZVPD def2/J DEFGRID3
* xyz -1 1
H 0.36 -0.84 1.80
H 1.52 0.20 0.69
H 0.35 -0.49 -1.22
O -3.81 0.34 1.16
O -3.22 -0.66 -0.88
C 0.49 -0.14 1.00
S -0.21 2.19 -0.33
C -0.19 -0.64 -0.33
H -0.98 -1.49 -0.29
C -3.33 -0.17 0.18
C -0.71 0.52 0.44
H -0.70 2.77 0.82
*
```

## Properties
HOMO level, Ha: -0.0847
Frontier orbital gap, eV: 6.054

*Q*
This record from the OMol25 dataset describes a cluster of 2 separate species, C4H5O2S in total. The level of theory is ωB97M-V/def2-TZVPD.

Geometry as ORCA input:
```
! RIJCOSX wB97M-V def2-TZVPD def2/J DEFGRID3
* xyz -1 1
O 2.57 -1.46 -0.10
C -0.34 1.49 0.22
H 0.47 2.31 0.44
C -0.39 0.82 -1.15
C 1.73 -1.71 0.69
S -1.73 -0.87 0.47
O 1.18 -2.25 1.55
C -0.12 -0.03 0.02
H -1.26 0.86 -1.80
H 0.50 1.04 -1.71
H -1.28 -1.97 0.91
H -1.33 1.77 0.48
*
```

## Properties
HOMO level, Ha: -0.1018
Frontier orbital gap, eV: 6.553

Least stable: *P*

*P*
This record from the OMol25 dataset describes a cluster of 4 separate species, C2H6N2OS in total. The level of theory is ωB97M-V/def2-TZVPD.

Geometry as ORCA input:
```
! RIJCOSX wB97M-V def2-TZVPD def2/J DEFGRID3
* xyz 0 1
H -2.93 -1.35 1.44
H 0.89 -1.75 0.61
H -2.22 -2.06 -1.06
N 1.16 0.70 0.27
H 2.12 1.28 0.32
H 0.15 2.57 0.13
N -1.21 1.00 -0.18
C -2.47 -0.82 -0.06
C -0.01 1.41 -0.10
S 1.81 -0.72 -0.13
H -2.98 0.66 -0.58
O -1.09 -0.40 0.19
*
```

## Properties
HOMO level, Ha: -0.3117
Frontier orbital gap, eV: 8.616

*Q*
This record from the OMol25 dataset describes an isolated molecule of C2H6N2OS. The level of theory is ωB97M-V/def2-TZVPD.

Geometry as ORCA input:
```
! RIJCOSX wB97M-V def2-TZVPD def2/J DEFGRID3
* xyz 0 1
N -0.77 0.40 0.86
H -0.79 -0.31 1.58
H 0.92 -1.86 0.64
H -1.93 1.35 -0.55
H 0.88 -1.85 -1.21
C 0.91 -1.20 -0.29
N -0.65 0.20 -1.48
C -0.24 -0.22 -0.36
H 1.36 1.24 1.44
H 1.90 -0.64 -0.40
S 0.15 1.80 1.25
O -1.74 1.09 -1.48
*
```

## Properties
HOMO level, Ha: -0.3498
Frontier orbital gap, eV: 10.061
SMILES: C/C(=N/O)NS

*R*
This record from the OMol25 dataset describes a structure of composition C2H6N2OS. The level of theory is ωB97M-V/def2-TZVPD.

Geometry as ORCA input:
```
! RIJCOSX wB97M-V def2-TZVPD def2/J DEFGRID3
* xyz 0 1
O -1.09 1.93 -0.40
H -1.67 1.27 1.58
N 0.93 -0.85 0.49
S 0.58 -1.73 -0.93
H 1.92 -0.76 0.99
H -0.23 0.46 2.80
C -0.53 1.05 1.87
C 0.04 0.34 0.60
H -0.43 2.12 1.57
H 0.46 -0.81 -2.37
N -0.38 0.79 -0.50
H -1.56 2.10 -1.15
*
```

## Properties
HOMO level, Ha: -0.3213
Frontier orbital gap, eV: 9.192

Least stable: *P*

*P*
This record from the OMol25 dataset describes an isolated molecule of C2H6N2OS. The level of theory is ωB97M-V/def2-TZVPD.

Geometry as ORCA input:
```
! RIJCOSX wB97M-V def2-TZVPD def2/J DEFGRID3
* xyz 0 1
N 1.68 0.53 0.09
C -2.23 -0.19 0.05
H 1.98 -1.21 -0.78
H -2.56 0.34 -0.84
H -2.91 -1.03 0.15
N 2.37 -0.67 -0.05
S -0.51 -0.84 -0.07
H 2.25 -1.18 0.86
C 0.29 0.69 -0.06
O -0.32 1.72 -0.07
H -2.29 0.54 0.90
H 2.24 1.30 -0.18
*
```

## Properties
HOMO level, Ha: -0.3527
Frontier orbital gap, eV: 10.287
SMILES: CSC(=O)NN

*Q*
This record from the OMol25 dataset describes an isolated molecule of C2H6N2OS. The level of theory is ωB97M-V/def2-TZVPD.

Geometry as ORCA input:
```
! RIJCOSX wB97M-V def2-TZVPD def2/J DEFGRID3
* xyz 0 1
C -0.58 -1.02 -0.07
H -1.99 0.26 0.43
C -0.35 1.49 -0.19
S 2.17 -0.44 -0.01
H 0.30 1.36 -1.08
N -1.03 0.24 0.13
H -1.14 2.18 -0.49
H 0.22 1.83 0.74
O -1.36 -1.94 0.03
H 0.85 -2.29 -0.50
N 0.77 -1.27 -0.34
H 2.14 -0.40 1.35
*
```

## Properties
HOMO level, Ha: -0.3508
Frontier orbital gap, eV: 10.224
SMILES: CNC(=O)NS

Least stable: *P*